{"formula": "C63H156N12O3", "method": "ωB97M-V with the def2-TZVPD basis set", "elements": ["C", "C", "N", "C", "C", "C", "C", "H", "H", "H", "H", "H", "H", "H", "H", "H", "H", "H", "H", "H", "H", "H", "C", "C", "N", "C", "C", "C", "C", "H", "H", "H", "H", "H", "H", "H", "H", "H", "H", "H", "H", "H", "H", "H", "C", "C", "N", "C", "C", "C", "C", "H", "H", "H", "H", "H", "H", "H", "H", "H", "H", "H", "H", "H", "H", "H", "C", "C", "N", "C", "C", "C", "C", "H", "H", "H", "H", "H", "H", "H", "H", "H", "H", "H", "H", "H", "H", "H", "C", "C", "N", "C", "C", "C", "C", "H", "H", "H", "H", "H", "H", "H", "H", "H", "H", "H", "H", "H", "H", "H", "C", "C", "N", "C", "C", "C", "C", "H", "H", "H", "H", "H", "H", "H", "H", "H", "H", "H", "H", "H", "H", "H", "C", "C", "N", "C", "C", "C", "C", "H", "H", "H", "H", "H", "H", "H", "H", "H", "H", "H", "H", "H", "H", "H", "C", "C", "N", "C", "C", "C", "C", "H", "H", "H", "H", "H", "H", "H", "H", "H", "H", "H", "H", "H", "H", "H", "C", "C", "N", "C", "C", "C", "C", "H", "H", "H", "H", "H", "H", "H", "H", "H", "H", "H", "H", "H", "H", "H", "C", "C", "O", "N", "C", "H", "H", "H", "H", "H", "H", "H", "C", "C", "O", "N", "C", "H", "H", "H", "H", "H", "H", "H", "C", "C", "O", "N", "C", "H", "H", "H", "H", "H", "H", "H"], "coordinates": [[-8.154483, 4.551970, 0.194898], [-8.275003, 3.779040, 1.526738], [-7.011923, 3.789340, 2.346028], [-6.594073, 5.152300, 2.705588], [-7.611083, 6.102120, 3.342388], [-5.898793, 3.019290, 1.772908], [-6.110453, 1.478810, 1.746988], [-7.914843, 5.614710, 0.230228], [-9.113853, 4.608680, -0.319402], [-7.514653, 4.020880, -0.509842], [-9.112453, 4.220770, 2.066808], [-8.528913, 2.750470, 1.270468], [-5.765153, 5.009980, 3.398938], [-6.216713, 5.686350, 1.833518], [-7.202353, 7.017170, 3.771018], [-8.311013, 6.425230, 2.571798], [-8.111413, 5.641200, 4.194038], [-5.113573, 3.195590, 2.508058], [-5.539623, 3.398730, 0.816288], [-6.884633, 1.187140, 1.037288], [-6.379423, 1.120610, 2.740688], [-5.179783, 0.949400, 1.542798], [1.291057, -4.402960, -5.958642], [2.337847, -4.094090, -4.898282], [2.085947, -4.704870, -3.572762], [0.758697, -4.351280, -2.939722], [0.548567, -2.815850, -2.823962], [3.199007, -4.476830, -2.646862], [4.487427, -5.290660, -3.025452], [1.174677, -5.480170, -6.077682], [1.611637, -3.971850, -6.907042], [0.316317, -3.958230, -5.758142], [3.288747, -4.428570, -5.313022], [2.423467, -3.018230, -4.745682], [-0.067613, -4.903690, -3.387122], [0.795777, -4.670090, -1.898052], [-0.358183, -2.574230, -2.269402], [1.335857, -2.345680, -2.234712], [0.521327, -2.262750, -3.762812], [2.865937, -4.881530, -1.691152], [3.370647, -3.445790, -2.337682], [5.214577, -5.376080, -2.217962], [4.939727, -4.823800, -3.900422], [4.160877, -6.286870, -3.323832], [-4.102243, 2.562950, 6.306318], [-4.467173, 1.533770, 5.321318], [-3.859913, 0.228340, 5.636248], [-4.306733, -0.773430, 4.655778], [-5.715753, -1.217640, 4.817868], [-2.412363, 0.196580, 5.730388], [-1.633263, 0.729260, 4.510118], [-4.194803, 2.226670, 7.339008], [-4.646653, 3.507040, 6.285908], [-3.053053, 2.855950, 6.268398], [-5.548003, 1.462500, 5.443058], [-4.321753, 1.923330, 4.313748], [-4.172113, -0.425320, 3.631668], [-3.747063, -1.708660, 4.670158], [-6.117913, -1.887430, 4.057768], [-5.787073, -1.735510, 5.774328], [-6.477493, -0.437980, 4.819248], [-2.141483, -0.837690, 5.942518], [-2.170103, 0.843370, 6.573638], [-2.097753, 1.629650, 4.108068], [-1.627583, -0.092190, 3.793668], [-0.569473, 0.808120, 4.734238], [7.728727, -3.144690, 2.376508], [6.686387, -4.329350, 2.037828], [5.354017, -4.175770, 2.661118], [5.380687, -4.317420, 4.114128], [5.706687, -5.763550, 4.502028], [4.653787, -2.934000, 2.273608], [4.423327, -2.836210, 0.733238], [8.749107, -3.282730, 2.018918], [7.823417, -2.998080, 3.452448], [7.359317, -2.228560, 1.915718], [6.685747, -4.484880, 0.958988], [7.227097, -5.211130, 2.381628], [4.401757, -4.057140, 4.516668], [6.038837, -3.607500, 4.615068], [5.149637, -6.526630, 3.958418], [5.443997, -5.823420, 5.558208], [6.767027, -5.979670, 4.371378], [3.706847, -2.896390, 2.812118], [5.140697, -1.990540, 2.520418], [3.830157, -1.986810, 0.394458], [5.371287, -2.630070, 0.236268], [3.960107, -3.691250, 0.240868], [-3.643253, -3.716620, 2.412518], [-2.420013, -2.917960, 2.173338], [-1.260123, -3.574780, 2.732408], [-1.371703, -3.806640, 4.191158], [-0.405953, -4.914800, 4.688678], [-0.015903, -2.859100, 2.418158], [0.370237, -3.018000, 0.961518], [-4.442683, -3.430900, 1.728878], [-4.112313, -3.573910, 3.386028], [-3.446043, -4.771760, 2.223088], [-2.295753, -2.878720, 1.091158], [-2.378523, -1.889910, 2.533198], [-1.141763, -2.915020, 4.774468], [-2.400693, -4.027940, 4.474528], [0.611277, -4.556970, 4.529658], [-0.482493, -5.167500, 5.746208], [-0.542403, -5.804470, 4.073898], [0.814897, -3.142670, 3.064268], [-0.129823, -1.806030, 2.675388], [0.440907, -4.053790, 0.629508], [1.317567, -2.536450, 0.719078], [-0.261723, -2.479430, 0.255358], [0.046317, 2.244680, -3.897262], [-0.657123, 1.053420, -4.594842], [-0.452503, 0.974500, -6.030172], [0.974927, 0.979730, -6.385882], [1.841297, -0.153010, -5.802732], [-1.102253, 2.019660, -6.838052], [-2.666193, 1.997340, -6.736342], [-0.089153, 3.163740, -4.467422], [1.121757, 2.076020, -3.841782], [-0.305673, 2.420070, -2.880682], [-0.373803, 0.054760, -4.262432], [-1.703723, 1.066480, -4.290622], [1.132227, 0.898930, -7.461442], [1.519467, 1.869480, -6.069772], [1.499537, -1.171600, -5.986532], [2.881587, -0.219590, -6.121282], [1.801477, -0.064910, -4.717032], [-0.980333, 1.719430, -7.878772], [-0.621723, 2.993870, -6.747942], [-3.227443, 2.683110, -7.371022], [-3.042213, 2.223020, -5.738462], [-3.089833, 1.046630, -7.060052], [2.443917, 0.431720, 2.828928], [2.945347, 1.761980, 2.312508], [1.872007, 2.697770, 1.850288], [2.441127, 3.731490, 1.009488], [1.264547, 4.314100, 0.212618], [1.018507, 3.160950, 2.970598], [1.606187, 4.253000, 3.896258], [1.897037, 0.575590, 3.760768], [3.266397, -0.221080, 3.121278], [1.819857, 0.001480, 2.045638], [3.680027, 2.193240, 2.992478], [3.484007, 1.445390, 1.419368], [2.904837, 4.534120, 1.582948], [3.224887, 3.345950, 0.357418], [1.603807, 5.051890, -0.514482], [0.766577, 3.503670, -0.319682], [0.471427, 4.773410, 0.802608], [0.619897, 2.339470, 3.565898], [0.157867, 3.652990, 2.517508], [2.636427, 4.014070, 4.160128], [1.145587, 4.281730, 4.883748], [1.712127, 5.258180, 3.488238], [-5.819373, -5.866160, -0.064572], [-4.727943, -5.426300, -1.100412], [-5.288303, -4.425070, -2.017362], [-6.308533, -4.987040, -2.880622], [-7.271633, -3.991880, -3.515702], [-4.231853, -3.787360, -2.814642], [-3.220353, -2.989040, -1.904962], [-5.354763, -6.420610, 0.750798], [-6.624653, -6.465090, -0.489892], [-6.197733, -4.955120, 0.399038], [-3.892043, -4.979980, -0.561732], [-4.261213, -6.266630, -1.614312], [-7.014173, -5.571830, -2.290542], [-5.909573, -5.733780, -3.567142], [-8.107973, -4.462450, -4.032622], [-6.761583, -3.370700, -4.251962], [-7.598203, -3.311410, -2.729312], [-3.579163, -4.435570, -3.399372], [-4.687043, -3.151970, -3.574362], [-2.572963, -3.652880, -1.332002], [-2.538823, -2.279610, -2.374352], [-3.746853, -2.320160, -1.224152], [8.608287, 1.964780, -3.423942], [7.380827, 1.045740, -3.741552], [6.296117, 1.094180, -2.796382], [5.096777, 0.343380, -3.210892], [5.209777, -1.224200, -3.078952], [6.710137, 0.917090, -1.368732], [5.559357, 1.050720, -0.367042], [9.079297, 1.662570, -2.488572], [8.275597, 2.997500, -3.319442], [9.380527, 1.832290, -4.181692], [7.080237, 1.446630, -4.709552], [7.649347, -0.007190, -3.827192], [4.229227, 0.800560, -2.735042], [4.955907, 0.547370, -4.272332], [5.199947, -1.613120, -2.060742], [4.399727, -1.702710, -3.629362], [6.137107, -1.544770, -3.553692], [7.315227, 1.774370, -1.073722], [7.263697, -0.017830, -1.281562], [4.861997, 0.215910, -0.436892], [4.973517, 1.939330, -0.602132], [5.947077, 1.080610, 0.651228], [-2.751493, 5.522920, 1.044588], [-2.323513, 5.428690, 2.490668], [-2.690753, 4.503800, 3.258408], [-1.505683, 6.363250, 2.981508], [-0.856253, 7.391030, 2.210888], [-1.906453, 5.210730, 0.430948], [-3.013893, 6.550010, 0.790948], [-3.565633, 4.839120, 0.804388], [-1.171963, 6.355150, 3.934748], [-1.395993, 7.957540, 1.452038], [-0.012233, 6.967380, 1.666598], [-0.333003, 8.115070, 2.835448], [3.131467, 5.221710, -3.418162], [3.991937, 4.064320, -3.078852], [3.402997, 3.051190, -2.675472], [5.342817, 4.141350, -3.220362], [6.020997, 5.267560, -3.756362], [2.605237, 5.046590, -4.356522], [3.668417, 6.169900, -3.445182], [2.392627, 5.252030, -2.617352], [5.799547, 3.243390, -3.148502], [7.038387, 4.894310, -3.873382], [5.906907, 6.135920, -3.107482], [5.648017, 5.559770, -4.737992], [-1.876163, 1.451050, 0.996978], [-1.029943, 0.844550, -0.131832], [-1.538453, 0.100640, -0.942032], [0.303057, 0.964520, -0.054172], [1.322467, 0.446690, -0.919312], [-2.742063, 0.830050, 1.226468], [-2.338623, 2.384050, 0.674888], [-1.321233, 1.766830, 1.880398], [0.719007, 1.574100, 0.635398], [1.638287, -0.518850, -0.524232], [2.132037, 1.168600, -1.026712], [0.944387, 0.197340, -1.910772]], "forces_ev_per_angstrom": [[-0.581, -0.234, -0.521], [1.211, 0.738, -0.473], [-1.936, 0.118, -0.475], [0.583, -0.011, 0.338], [-0.421, -0.573, -0.006], [-0.111, -0.514, 1.327], [-0.161, 0.808, 0.214], [0.610, -0.101, 0.466], [-0.364, -0.427, 0.111], [0.336, 0.242, 0.057], [0.210, -0.198, 0.438], [0.004, -0.026, 0.272], [0.211, 0.136, -0.042], [0.411, 0.072, -0.357], [0.629, -0.089, -0.317], [-0.389, -0.070, 0.251], [-0.360, -0.227, -0.220], [0.445, 0.029, -0.236], [-0.066, 0.070, -0.390], [0.117, -0.166, -0.031], [-0.333, 0.196, 0.068], [0.052, 0.194, -0.464], [-0.088, 0.160, 0.132], [-0.529, -0.004, 0.633], [-0.406, -0.163, -0.050], [1.440, 1.166, -0.057], [-0.294, -0.155, 0.019], [0.065, -1.504, 0.805], [-1.162, 0.922, -0.450], [-0.033, -0.003, -0.018], [0.096, -0.097, -0.086], [-0.057, -0.070, 0.232], [0.137, -0.174, 0.413], [0.068, 0.449, -0.300], [0.090, 0.270, -0.389], [0.164, -0.445, -0.063], [-0.164, -0.121, -0.132], [0.301, -0.218, 0.030], [-0.136, -0.215, -0.204], [-0.131, -0.374, 0.115], [0.399, 0.553, -0.726], [-0.113, 0.224, 0.024], [0.355, -0.087, 0.076], [0.030, -0.035, 0.086], [1.444, 1.410, 1.786], [-0.851, -0.458, 0.344], [-0.700, -0.754, -1.159], [0.034, 0.077, -0.813], [-1.660, -0.156, 0.757], [0.202, 1.281, 0.249], [-0.261, -1.459, 0.209], [-0.329, -0.423, 0.041], [-0.293, -0.158, -0.553], [0.206, 0.084, -0.364], [-0.133, -0.569, -0.306], [0.397, -0.258, -0.418], [0.159, 0.382, -0.383], [0.672, 0.236, 0.530], [0.630, -0.258, -0.247], [-0.244, -0.042, 0.103], [0.237, 0.409, 0.198], [0.194, 0.109, 0.174], [0.266, -0.296, 0.289], [0.373, 0.043, -0.063], [-0.303, 0.278, -0.636], [-0.019, 0.585, 0.265], [-1.221, -0.453, -0.381], [1.868, 1.087, 0.791], [0.350, 0.906, -0.567], [-0.252, -0.872, -0.566], [0.141, 0.590, 0.585], [-0.425, -0.327, -1.519], [0.279, 0.135, 0.059], [-0.149, -0.456, -0.282], [-0.212, 0.045, 0.019], [0.074, 0.198, 0.156], [-0.660, 0.338, -0.033], [-0.660, -0.318, 0.363], [-0.266, -0.125, -0.288], [0.501, 0.044, 0.049], [-0.200, 0.333, -0.126], [0.257, -0.438, 0.127], [-0.001, -0.033, 0.176], [-0.132, -0.267, -0.073], [0.569, 0.064, 0.451], [-0.331, 0.267, 0.618], [0.273, -0.325, -0.015], [0.128, -0.328, 0.397], [-1.726, 0.025, 0.083], [1.194, 0.058, -0.509], [1.206, -0.914, 1.215], [0.349, -0.406, 0.184], [-0.156, 0.499, -0.802], [-0.381, -0.057, -0.212], [0.377, 0.525, -0.772], [0.047, 0.119, -0.282], [0.251, -0.239, 0.210], [0.068, -0.027, 0.198], [0.232, 0.184, -0.061], [-0.841, 0.485, 0.087], [0.145, 0.630, 0.003], [0.071, -0.301, -0.283], [0.118, -0.188, 0.028], [-0.336, 0.143, -0.032], [0.000, -0.093, 0.126], [-0.157, -0.609, -0.040], [-0.205, 0.630, -0.158], [-0.084, -0.090, 0.235], [0.467, -0.124, 0.442], [-0.634, -0.141, 0.191], [0.328, -0.666, -0.170], [-0.056, 0.114, 0.630], [0.311, 0.589, -0.995], [1.130, -1.119, -0.165], [-0.810, -0.709, 0.920], [-1.570, -1.069, -0.727], [0.136, 0.291, 0.575], [-0.186, 0.049, -0.048], [0.098, 0.086, 0.132], [-0.136, -0.155, -0.013], [0.524, 0.226, 0.679], [-0.251, 0.170, -0.656], [-0.641, 0.270, -0.201], [-0.275, 0.661, -0.007], [-0.620, 0.034, -0.312], [0.028, 0.807, -0.125], [0.431, -0.013, 0.205], [0.591, 0.048, -0.124], [-0.259, 0.387, 0.329], [0.699, 0.532, -0.271], [0.115, -0.195, 0.169], [0.452, -0.368, 0.333], [-0.430, 0.510, 0.751], [-0.136, -0.329, -0.924], [1.189, -1.723, 1.612], [-1.463, 0.980, 0.083], [0.290, -0.037, -0.681], [-0.132, 1.622, -0.490], [1.244, -0.674, 0.425], [-0.445, -0.192, -0.073], [0.131, -0.066, -0.424], [-0.096, -0.381, 0.308], [-0.012, 0.383, 0.197], [0.269, 0.576, -0.230], [0.246, 0.168, 0.288], [-0.292, -0.297, -0.102], [-0.018, 0.035, -0.032], [0.131, 0.031, -0.255], [0.307, 0.137, 0.368], [0.331, -0.124, -0.263], [-0.337, -0.358, -0.056], [0.303, -0.274, -0.065], [-0.553, 0.130, -0.238], [-0.580, -0.015, -0.242], [1.222, 0.347, -0.263], [-1.053, 0.171, 0.768], [0.825, 0.001, -0.492], [-1.336, -0.749, 0.461], [1.096, 0.761, -0.378], [1.172, 1.217, 0.814], [-0.750, 0.309, -0.123], [0.043, -0.255, -0.098], [0.092, 0.123, 0.053], [-0.311, -0.011, -0.171], [-0.266, 0.187, 0.144], [-0.224, -0.460, -0.375], [0.371, -0.203, 0.495], [0.311, 0.079, -0.597], [0.017, -0.133, 0.265], [-0.047, 0.107, -0.161], [-0.320, -0.089, -0.035], [-0.193, -0.953, -0.109], [-0.102, 0.290, 0.310], [-0.132, -0.098, 0.058], [-0.136, -0.284, -0.788], [-0.270, -0.293, 0.301], [-0.607, -1.315, 0.713], [0.978, 0.455, 0.100], [-0.792, 1.254, 1.213], [0.655, -0.765, 0.034], [-0.068, 1.042, -0.216], [-0.786, 0.729, -0.773], [-0.307, -0.748, -0.670], [-0.001, 0.135, 0.107], [0.165, 0.056, -0.173], [-0.237, 0.277, -0.207], [-0.637, -0.491, -0.165], [0.764, -0.129, -0.523], [-0.003, -0.356, 0.241], [0.045, 0.101, -0.119], [-0.026, 0.196, 0.101], [-0.099, 0.042, 0.046], [0.060, -0.102, 0.027], [0.665, -0.244, -0.456], [0.193, -0.173, 0.410], [-0.058, -0.150, 0.095], [0.130, 0.195, 0.112], [0.000, 0.118, -0.031], [0.285, -0.007, 0.126], [-1.232, -2.604, 2.006], [0.334, 1.258, -1.597], [0.598, 1.916, -0.252], [1.627, 0.316, -0.791], [0.151, 0.167, -0.165], [-0.049, -0.094, -0.139], [-0.009, 0.139, 0.413], [-0.577, -0.762, -0.044], [-0.689, -0.243, 0.383], [0.113, -0.268, -0.347], [-0.527, 0.024, 0.416], [-0.054, 0.956, 0.318], [-0.417, -1.444, 0.319], [0.946, 0.348, -0.128], [-1.900, -0.692, 0.327], [0.383, 0.025, -0.461], [0.113, -0.001, -0.023], [-0.161, 0.046, -0.175], [-0.108, 0.151, -0.199], [0.245, -0.404, 0.259], [0.240, 0.851, 0.044], [0.552, 0.016, 0.080], [0.026, -0.053, -0.181], [0.155, 0.979, -0.465], [-0.135, -1.129, 1.177], [-0.806, -0.328, -1.172], [0.608, 1.452, 0.660], [-0.562, -0.918, -0.724], [0.425, -0.365, 0.098], [0.031, 0.182, -0.424], [0.109, -0.477, 0.059], [-0.308, 0.283, 0.532], [0.606, -0.033, 0.097], [0.089, -0.119, 0.097], [-0.216, 0.294, -0.075]], "smiles": "CCN(CC)CC.CCN(CC)CC.CCN(CC)CC.CCN(CC)CC.CCN(CC)CC.CCN(CC)CC.CCN(CC)CC.CCN(CC)CC.CCN(CC)CC.CNC(C)=O.CNC(C)=O.CNC(C)=O", "lumo_ev": 0.36}